--- P ---
Molecular formula: C6H11N2
Method: DFT, wB97M-V/def2-TZVPD

The value obtained for the highest occupied orbital energy is -13.05 eV. The calculation puts the HOMO-LUMO gap at 9.8 eV.

Geometry as ORCA input:
```
! RIJCOSX wB97M-V def2-TZVPD def2/J DEFGRID3
* xyz 1 1
C 0.312 -0.233 -1.328
C -1.504 0.380 -1.413
C 2.018 0.021 0.534
C 1.341 -1.236 0.839
C -0.543 0.630 0.928
C 0.601 -0.074 0.140
N 0.755 -0.498 -2.454
N -1.856 0.440 0.001
H -1.323 1.383 -1.787
H -2.015 -0.424 -1.902
H 2.138 0.656 1.403
H 2.838 0.236 -0.136
H 1.637 -2.102 0.241
H 0.993 -1.257 1.864
H -0.624 0.292 1.933
H -0.263 1.632 0.957
H 1.621 -0.891 -2.769
H -2.500 1.220 0.046
H -2.323 -0.403 0.127
*
```

---

--- Q ---
Molecular formula: C6H11N2
Method: DFT, wB97M-V/def2-TZVPD

The value obtained for the highest occupied orbital energy is -13.63 eV. The SMILES is C/C=C1\CCNC1=[NH2+]. The calculation puts the HOMO-LUMO gap at 9.8 eV.

Geometry as ORCA input:
```
! RIJCOSX wB97M-V def2-TZVPD def2/J DEFGRID3
* xyz 1 1
C -0.011 -0.325 0.134
C -1.167 -0.406 -0.755
C 0.363 -0.943 1.238
C 0.848 0.895 -0.345
C 0.011 1.564 -1.428
C 1.512 -0.539 2.088
N -1.016 0.611 -1.592
N -2.074 -1.393 -0.716
H -0.182 -1.756 1.583
H 0.886 1.496 0.637
H 1.857 0.557 -0.677
H -0.438 2.542 -1.016
H 0.656 1.682 -2.415
H 2.378 -1.102 1.630
H 1.399 -0.718 3.078
H 1.835 0.506 1.962
H -1.756 0.794 -2.276
H -2.093 -2.055 0.106
H -3.008 -1.409 -1.236
*
```

---

Here are the energies relative to the best structure, in eV: P 2.856; Q 0.000.

---

--- P ---
Molecular formula: C6H11N2
Method: DFT, wB97M-V/def2-TZVPD

The value obtained for the highest occupied orbital energy is -11.81 eV. The calculation puts the HOMO-LUMO gap at 7.4 eV.

Geometry as ORCA input:
```
! RIJCOSX wB97M-V def2-TZVPD def2/J DEFGRID3
* xyz 1 1
C 0.090 1.346 1.652
C 1.033 0.193 -1.143
C 0.680 0.134 1.135
C -0.035 -0.192 -0.173
C -1.125 0.937 -0.195
C -0.677 -1.535 -0.409
N -0.804 1.855 0.870
N 1.646 -0.747 -1.780
H 0.288 1.814 2.560
H 1.781 0.190 1.085
H 0.607 -0.541 2.037
H -1.461 2.541 0.921
H -2.135 0.540 0.038
H -1.243 1.452 -1.107
H -1.784 -1.375 -0.570
H -0.486 -2.150 0.395
H -0.289 -2.125 -1.245
H 1.346 -1.750 -1.692
H 2.567 -0.589 -2.379
*
```

---

--- Q ---
Molecular formula: C6H11N2
Method: DFT, wB97M-V/def2-TZVPD

The value obtained for the highest occupied orbital energy is -13.63 eV. The SMILES is CC[C@@H]1C=CNC=[NH+]1. The calculation puts the HOMO-LUMO gap at 9.3 eV.

Geometry as ORCA input:
```
! RIJCOSX wB97M-V def2-TZVPD def2/J DEFGRID3
* xyz 1 1
C 1.507 -1.102 -0.398
C 0.442 0.989 0.161
C -0.067 -0.070 -2.008
C -0.267 1.036 -1.311
C -1.260 -0.463 1.305
C -0.659 0.973 1.249
N 0.794 -1.080 -1.552
N 1.443 -0.133 0.511
H 2.136 -1.984 -0.079
H 1.011 1.826 0.416
H -0.545 -0.018 -2.932
H -0.806 1.944 -1.601
H -0.637 -1.274 1.103
H -2.141 -0.647 0.538
H -1.646 -0.597 2.227
H -0.142 1.150 2.171
H -1.613 1.559 1.039
H 0.903 -1.737 -2.313
H 1.546 -0.371 1.473
*
```

---

--- R ---
Molecular formula: C6H11N2
Method: DFT, wB97M-V/def2-TZVPD

The value obtained for the highest occupied orbital energy is -14.37 eV. The SMILES is NCC[N+]1=CC=CC1. The calculation puts the HOMO-LUMO gap at 10.1 eV.

Geometry as ORCA input:
```
! RIJCOSX wB97M-V def2-TZVPD def2/J DEFGRID3
* xyz 1 1
C 1.300 2.030 0.068
C 2.044 1.047 -0.329
C -0.031 1.716 -0.154
C -1.269 -0.518 -0.735
C -1.323 -1.429 0.530
C 1.156 -0.068 -0.571
N -0.102 0.325 -0.613
N 0.023 -1.784 0.806
H 1.539 3.003 0.327
H 3.131 0.932 -0.420
H -0.471 1.724 0.833
H -0.699 2.379 -0.733
H -1.286 -1.086 -1.704
H -2.086 0.314 -0.741
H -1.841 -0.908 1.256
H -1.857 -2.290 0.136
H 1.643 -1.105 -0.796
H 0.186 -1.512 1.775
H -0.056 -2.768 1.063
*
```

---

Here are the energies relative to the best structure, in eV: P 1.149; Q 0.000; R 0.080.

---

--- P ---
Molecular formula: C5H9FN2
Method: DFT, wB97M-V/def2-TZVPD

The value obtained for the highest occupied orbital energy is -9.16 eV. The SMILES is C=C(F)/C(C)=N\NC. The calculation puts the HOMO-LUMO gap at 9.9 eV.

Geometry as ORCA input:
```
! RIJCOSX wB97M-V def2-TZVPD def2/J DEFGRID3
* xyz 0 1
C 2.041 0.121 0.805
C -0.674 -0.705 -0.111
C -1.929 -1.541 0.021
C -0.910 0.822 -0.008
C -0.446 1.938 -0.552
H 3.141 0.385 0.786
H 1.744 1.225 1.309
H 1.827 -0.736 1.478
H 2.159 -0.708 -1.000
H -2.333 -1.475 0.944
H -1.437 -2.524 -0.237
H -2.446 -1.276 -0.908
H -1.168 2.881 -0.820
H 0.618 1.921 -0.993
N 1.551 -0.078 -0.607
N 0.474 -1.113 -0.538
F -2.211 0.862 0.430
*
```

---

--- Q ---
Molecular formula: C5H9FN2
Method: DFT, wB97M-V/def2-TZVPD

The value obtained for the highest occupied orbital energy is -8.90 eV. The SMILES is N[C@H]1[C@@H]2NC[C@H](F)[C@H]12. The calculation puts the HOMO-LUMO gap at 9.7 eV.

Geometry as ORCA input:
```
! RIJCOSX wB97M-V def2-TZVPD def2/J DEFGRID3
* xyz 0 1
C 0.444 0.789 -0.365
C 0.725 0.117 0.965
C -0.293 -1.690 0.097
C -1.448 -0.585 0.350
C -0.695 0.671 0.663
H 1.816 2.039 -1.179
H 0.232 2.577 -1.473
H 0.386 0.015 -1.271
H 1.400 0.709 1.688
H 1.780 -1.464 0.018
H -0.031 -1.659 -1.035
H -0.625 -2.626 0.487
H -2.258 -0.864 0.978
H -1.122 1.515 1.040
N 0.894 2.113 -0.774
N 0.926 -1.350 0.786
F -2.130 -0.306 -0.974
*
```

---

--- R ---
Molecular formula: C5H9FN2
Method: DFT, wB97M-V/def2-TZVPD

The value obtained for the highest occupied orbital energy is -8.47 eV. The SMILES is C/C=N\N1CC(F)C1. The calculation puts the HOMO-LUMO gap at 9.5 eV.

Geometry as ORCA input:
```
! RIJCOSX wB97M-V def2-TZVPD def2/J DEFGRID3
* xyz 0 1
C -2.156 -0.936 -0.331
C -1.999 0.541 -0.151
C 0.751 -0.618 0.438
C 2.191 -0.027 0.318
C 1.468 1.250 -0.157
H -3.159 -1.231 -0.646
H -1.376 -1.347 -0.997
H -2.005 -1.351 0.646
H -2.884 1.183 -0.023
H 0.271 -0.726 1.473
H 0.641 -1.562 -0.061
H 2.840 0.027 1.214
H 1.227 1.975 0.591
H 1.901 1.763 -1.022
N -0.875 1.153 -0.163
N 0.240 0.469 -0.412
F 2.924 -0.562 -0.716
*
```

---

Here are the energies relative to the best structure, in eV: P 1.726; Q 0.495; R 0.000.

---

--- P ---
Molecular formula: C2H9N4
Method: DFT, wB97M-V/def2-TZVPD

The value obtained for the highest occupied orbital energy is -13.30 eV. The calculation puts the HOMO-LUMO gap at 9.6 eV.

Geometry as ORCA input:
```
! RIJCOSX wB97M-V def2-TZVPD def2/J DEFGRID3
* xyz 1 1
C -0.195 -0.200 1.382
C -0.710 -0.049 -2.321
N 0.829 -0.104 1.956
N -1.378 -0.062 0.900
N 0.010 0.451 -1.123
N 1.981 -0.017 2.612
H -1.462 0.620 -2.671
H -0.122 -0.349 -3.196
H -1.301 -0.835 -2.057
H -1.654 -0.634 0.084
H -1.846 0.848 0.946
H 0.572 1.317 -1.335
H 2.821 -0.286 2.162
H 0.646 -0.277 -0.800
H 1.809 -0.422 3.463
*
```

---

--- Q ---
Molecular formula: C2H9N4
Method: DFT, wB97M-V/def2-TZVPD

The value obtained for the highest occupied orbital energy is -13.30 eV. The SMILES is NNCC(N)=[NH2+]. The calculation puts the HOMO-LUMO gap at 9.9 eV.

Geometry as ORCA input:
```
! RIJCOSX wB97M-V def2-TZVPD def2/J DEFGRID3
* xyz 1 1
C 0.115 -0.926 0.065
C -1.119 0.123 0.002
N 1.642 -0.631 0.244
N -0.910 1.388 0.156
N -2.279 -0.477 0.000
N 2.128 0.678 -0.075
H -0.004 -1.444 0.908
H 0.069 -1.509 -0.899
H -1.714 2.010 0.048
H 2.304 -1.233 -0.183
H -2.483 -1.399 0.267
H -3.021 0.138 -0.312
H 0.088 1.662 0.089
H 2.488 0.735 -1.029
H 2.698 0.886 0.719
*
```

---

Here are the energies relative to the best structure, in eV: P 1.616; Q 0.000.